Record 1
Computed, not measured: a single C8H10N4O3 molecule, with wB97M-V/def2-TZVPD.

Geometry as XYZ:
```
25
Properties=species:S:1:pos:R:3:forces:R:3
C -2.473 -1.535 -0.922 -2.04 2.46 2.60
C -1.253 -0.695 -1.124 0.27 -1.00 0.44
O -0.564 -0.873 -2.107 -0.54 0.27 1.22
C -0.859 0.359 -0.001 1.56 -0.43 -1.09
C -1.815 1.509 0.127 -2.18 -0.69 -0.22
N -0.501 -0.282 1.256 -1.10 -0.84 -0.13
C 0.750 -0.448 1.399 -0.09 -0.19 1.67
C 1.420 -1.105 2.608 -3.16 -0.34 0.16
N 1.521 0.201 0.497 -2.44 2.61 -4.38
C 2.707 0.347 -0.210 1.42 -0.30 0.91
O 3.825 0.108 0.205 -0.85 -0.07 -0.28
N 2.388 0.907 -1.418 -1.68 -0.80 0.80
C 1.011 1.140 -1.664 1.05 0.72 -0.54
O 0.511 1.644 -2.629 0.13 0.18 -0.63
N 0.418 0.877 -0.510 1.94 -1.74 5.12
H -2.314 -2.560 -0.944 0.35 -1.80 -1.16
H -3.211 -1.061 -1.553 -0.28 -0.74 -1.03
H -3.059 -1.441 0.061 1.47 0.42 -0.72
H -2.765 1.312 0.741 1.64 0.15 -0.81
H -2.101 1.710 -0.900 -0.49 0.28 -0.22
H -1.299 2.392 0.420 0.35 0.55 0.79
H 2.178 -0.428 2.894 1.19 0.27 0.58
H 1.761 -2.083 2.281 0.44 0.00 0.24
H 0.633 -1.248 3.474 1.56 0.37 -1.91
H 3.091 1.253 -1.982 1.49 0.66 -1.41
```
Positions in Å, forces in eV/Å.

- gap between HOMO and LUMO (eV) = 9.85
- multiplicity = 1
- energy above the lowest of the compared OMol25 structures with the same formula, charge and spin (kcal/mol) = 19.1
- SMILES string = CC(=O)[C@@]1(C)N=C(C)n2c(=O)[nH]c(=O)n21

---

Record 2
Computed, not measured: 2 unconnected molecules or ions with the total composition C5H12NO2, with wB97M-V/def2-TZVPD.

Geometry as XYZ:
```
20
Properties=species:S:1:pos:R:3:forces:R:3
N 0.897 1.264 -0.835 0.92 -0.06 0.19
C 1.447 1.552 0.523 -1.38 -0.61 -0.47
C 1.761 0.160 1.089 2.14 0.64 -0.59
C 0.670 -0.743 0.546 -0.15 1.00 0.45
C 0.332 -0.128 -0.837 -0.59 0.75 0.58
C -1.202 0.023 -1.002 0.28 0.18 -0.90
O -1.835 -1.172 -1.141 -0.07 0.47 0.15
H 1.659 1.314 -1.501 -0.02 -0.04 0.05
H 2.235 2.304 0.486 0.25 -0.26 -0.02
H 0.615 1.996 1.073 0.03 0.08 0.31
H 2.712 -0.144 0.601 -0.23 0.03 -0.09
H 2.081 0.138 2.138 -0.87 -0.05 0.18
H 1.046 -1.762 0.576 -0.57 -0.22 -0.22
H -0.244 -0.577 1.128 0.14 -0.71 0.17
H 0.746 -0.719 -1.657 -0.12 0.09 -0.06
H -1.602 0.683 -0.186 0.36 -0.44 0.26
H -1.321 0.723 -1.867 0.04 -0.33 -0.17
H -2.854 -1.156 -0.306 -0.24 -1.20 0.42
H -3.496 -2.337 0.703 0.21 0.02 -0.16
O -3.647 -1.419 0.470 -0.15 0.67 -0.09
```
Positions in Å, forces in eV/Å.

- gap between HOMO and LUMO (eV) = 7.09
- multiplicity = 1
- energy above the lowest of the compared OMol25 structures with the same formula, charge and spin (kcal/mol) = 56.6
- net charge = -1

---

Record 3
Computed, not measured: a molecular structure, C3H3FS2, with wB97M-V/def2-TZVPD.

Geometry as XYZ:
```
9
Properties=species:S:1:pos:R:3:forces:R:3
C -0.042 -0.766 -0.050 0.15 -2.76 2.28
C 1.058 -0.088 0.048 4.26 -3.00 -0.39
C -1.290 -0.108 -0.036 -3.56 -4.05 -0.61
F 4.018 0.297 -0.087 -0.60 -1.02 0.17
S -2.626 -1.118 0.037 0.96 1.12 0.17
S 3.174 -1.116 0.154 -2.76 2.61 -0.26
H -0.123 -1.872 0.250 0.28 1.72 -0.76
H 1.217 0.808 -0.415 0.80 2.70 -0.40
H -1.587 0.857 -0.208 0.47 2.67 -0.21
```
Positions in Å, forces in eV/Å.

- gap between HOMO and LUMO (eV) = 7.74
- multiplicity = 1
- energy above the lowest of the compared OMol25 structures with the same formula, charge and spin (kcal/mol) = 83.7

---

Record 4
Computed, not measured: a single C6H6N2 molecule, with wB97M-V/def2-TZVPD.

Geometry as XYZ:
```
14
Properties=species:S:1:pos:R:3:forces:R:3
C -2.358 -0.336 -0.004 1.51 -1.91 0.64
N -1.669 -1.499 0.103 -2.86 2.00 -0.90
C -0.411 -1.036 -0.034 2.77 2.15 0.48
N 0.728 -1.560 -0.054 1.95 -2.50 -0.50
C 1.900 -0.626 -0.039 -2.28 0.75 0.02
C 1.203 0.811 0.167 0.86 0.25 -4.33
C -0.265 0.438 -0.069 -0.93 2.03 0.86
C -1.559 0.898 -0.068 -0.36 0.50 -0.51
H -3.426 -0.289 0.055 -0.49 -0.36 -0.02
H 2.417 -0.546 -1.057 -0.45 -0.87 1.68
H 2.479 -1.023 0.819 0.27 0.64 -0.83
H 1.404 1.400 1.021 -0.01 0.07 1.34
H 1.725 1.498 -0.702 -1.75 -1.43 1.85
H -2.169 1.870 -0.138 1.78 -1.32 0.22
```
Positions in Å, forces in eV/Å.

- gap between HOMO and LUMO (eV) = 8.85
- multiplicity = 1
- energy above the lowest of the compared OMol25 structures with the same formula, charge and spin (kcal/mol) = 48.6
- SMILES string = C1=NC2=NCCC2=C1

---

Record 5
Computed, not measured: a single C14H13N5O2S2 molecule, with wB97M-V/def2-TZVPD.

Geometry as XYZ:
```
36
Properties=species:S:1:pos:R:3:forces:R:3
C 4.291 -6.167 0.402 0.04 -0.02 -0.18
C 3.865 -5.749 -1.005 0.15 -0.22 0.16
C 2.797 -4.723 -0.964 -0.59 -0.35 0.21
N 2.904 -3.529 -1.406 1.45 -0.57 -0.32
N 1.825 -2.773 -1.260 -1.21 1.04 0.15
C 0.841 -3.377 -0.687 0.63 -1.05 0.08
N -0.394 -2.874 -0.413 -0.64 -0.43 0.31
C -0.926 -1.607 -0.607 -0.04 0.20 -0.12
O -2.086 -1.425 -0.334 -0.14 0.06 -0.02
C 0.012 -0.539 -1.083 0.11 0.37 0.21
S 0.709 0.236 0.421 0.30 -0.24 -0.18
C -0.282 1.680 0.533 -0.14 0.21 0.18
C -0.217 2.474 1.690 -0.17 -0.06 -0.37
C -1.009 3.591 1.716 -0.10 -0.09 -0.38
C -1.806 3.853 0.581 0.69 -0.43 0.71
C -2.673 5.003 0.509 -0.82 0.28 -1.14
C -3.521 5.414 -0.491 0.63 -0.43 0.57
C -4.124 6.602 -0.030 0.14 0.28 0.61
C -3.604 6.829 1.210 -0.65 0.45 -0.59
O -2.729 5.872 1.546 0.42 -0.37 0.28
N -1.790 3.051 -0.480 -0.85 1.14 -0.04
N -1.050 1.993 -0.497 0.58 -0.74 0.01
S 1.211 -5.051 -0.257 0.29 0.78 -0.36
H 3.450 -6.592 0.946 0.00 -0.05 0.11
H 5.080 -6.912 0.345 0.06 -0.08 0.07
H 4.664 -5.308 0.955 0.02 0.04 0.08
H 4.710 -5.324 -1.548 -0.10 -0.01 -0.05
H 3.500 -6.623 -1.550 0.09 0.04 -0.07
H -1.060 -3.530 -0.019 0.05 0.26 -0.09
H 0.845 -0.934 -1.658 -0.14 0.16 0.05
H -0.536 0.256 -1.590 0.00 -0.25 -0.02
H 0.430 2.196 2.507 0.03 0.00 0.12
H -1.035 4.259 2.563 0.01 0.04 0.07
H -3.675 4.914 -1.424 0.01 -0.15 -0.18
H -4.843 7.205 -0.545 -0.15 0.17 -0.04
H -3.774 7.610 1.926 0.05 0.04 0.15
```
Positions in Å, forces in eV/Å.

- gap between HOMO and LUMO (eV) = 8.34
- multiplicity = 1
- energy above the lowest of the compared OMol25 structures with the same formula, charge and spin (kcal/mol) = 11.1
- SMILES string = CCc1nnc(NC(=O)CSc2ccc(-c3ccco3)nn2)s1

---

Record 6
Computed, not measured: a molecular structure, C28H40Cl5Ge2KO3, with wB97M-V/def2-TZVPD.

Geometry as XYZ:
```
79
Properties=species:S:1:pos:R:3:forces:R:3
K 0.339 -0.679 -2.015 -0.09 0.21 0.42
C -0.883 -3.368 -3.829 -0.01 -0.05 -0.01
O 0.262 -2.542 -3.789 0.02 -0.13 -0.21
C 0.732 -2.098 -5.046 -0.03 0.05 -0.05
C -0.017 -0.873 -5.528 -0.01 -0.07 -0.02
O 0.157 0.157 -4.566 -0.05 0.01 -0.11
C -0.770 1.222 -4.667 -0.05 0.02 0.02
C -2.166 0.840 -4.209 0.03 -0.03 -0.05
O -2.091 0.288 -2.910 0.02 0.00 -0.04
C -3.332 -0.241 -2.479 -0.03 0.01 0.02
H -0.707 -4.252 -4.449 0.01 0.00 -0.01
H -1.764 -2.838 -4.211 0.01 0.01 -0.01
H -1.072 -3.689 -2.805 0.00 -0.01 0.00
H 0.648 -2.892 -5.797 0.03 -0.01 0.00
H 1.788 -1.856 -4.912 0.00 0.00 0.02
H -1.077 -1.113 -5.654 0.00 0.02 0.01
H 0.374 -0.553 -6.501 0.00 0.01 0.00
H -0.822 1.603 -5.693 0.00 0.01 0.00
H -0.381 2.018 -4.031 0.01 -0.01 0.00
H -2.623 0.114 -4.893 -0.01 -0.01 0.02
H -2.799 1.736 -4.213 0.00 0.01 0.00
H -4.109 0.529 -2.473 0.00 0.01 0.01
H -3.197 -0.614 -1.466 -0.01 0.00 0.00
H -3.652 -1.062 -3.129 0.01 0.00 -0.01
C -3.423 3.636 0.290 0.08 -0.02 0.01
C -2.733 2.309 -0.031 0.11 0.02 -0.02
Ge -0.844 2.299 0.562 -0.09 0.09 -0.12
C 0.230 3.301 -0.765 -0.01 -0.04 0.12
C 1.733 3.188 -0.508 -0.07 0.03 -0.05
C -0.695 2.866 2.438 -0.02 0.04 -0.09
C -0.210 1.812 3.121 0.06 -0.07 -0.13
Ge 0.198 0.431 1.744 0.09 -0.30 0.13
C -0.756 -1.286 1.937 0.01 0.13 -0.02
C -2.277 -1.156 1.890 0.06 -0.01 0.03
C 2.130 0.073 1.529 -0.08 0.08 0.04
C 2.640 -1.108 2.357 -0.02 0.05 -0.04
C 0.017 1.726 4.576 0.03 -0.10 0.12
C -0.181 2.808 5.438 0.01 0.01 -0.01
C 0.044 2.682 6.797 0.00 0.02 0.01
C 0.472 1.473 7.331 0.00 -0.02 -0.01
C 0.669 0.387 6.492 0.00 0.02 0.01
C 0.444 0.519 5.129 -0.03 0.05 -0.03
H -4.457 3.648 -0.060 -0.01 0.01 0.00
H -2.906 4.476 -0.179 -0.02 0.01 0.00
H -3.434 3.818 1.365 -0.01 0.02 0.00
H -2.743 2.123 -1.109 0.00 -0.03 0.01
H -3.258 1.482 0.449 -0.01 -0.01 0.00
H -0.083 4.349 -0.758 -0.02 0.00 0.01
H -0.028 2.914 -1.756 0.00 -0.01 0.00
H 1.986 3.547 0.492 0.02 0.00 0.00
H 2.310 3.773 -1.227 0.02 0.00 0.01
H 2.075 2.153 -0.573 0.01 0.00 0.00
H -0.980 3.802 2.916 0.00 0.01 -0.02
H -0.446 -1.742 2.881 0.02 0.01 0.00
H -0.394 -1.956 1.154 0.01 0.02 -0.02
H -2.648 -0.489 2.671 -0.01 0.00 0.00
H -2.761 -2.126 2.022 -0.02 0.01 -0.01
H -2.610 -0.746 0.933 -0.01 0.00 -0.01
H 2.675 0.988 1.775 -0.03 0.02 0.01
H 2.315 -0.119 0.472 0.00 -0.01 0.00
H 2.538 -0.928 3.430 0.00 0.00 -0.01
H 3.698 -1.291 2.155 0.00 -0.01 0.00
H 2.099 -2.022 2.110 0.00 -0.04 0.01
H -0.511 3.760 5.039 0.00 0.00 0.00
H -0.111 3.534 7.448 0.00 0.00 0.00
H 0.650 1.380 8.394 0.00 0.00 0.00
H 1.000 -0.561 6.894 0.00 0.00 0.00
H 0.598 -0.333 4.477 0.00 0.00 0.01
Cl 3.372 -0.787 -1.978 0.04 -0.11 0.06
C 3.103 -2.294 -1.014 0.11 0.09 0.01
C 1.812 -2.690 -0.773 0.02 -0.01 -0.05
C 1.709 -3.879 -0.079 0.18 0.10 -0.03
Cl 0.101 -4.538 0.209 -0.17 -0.05 0.03
C 2.798 -4.600 0.407 -0.02 0.05 -0.03
Cl 2.596 -6.064 1.301 -0.01 -0.02 0.01
C 4.084 -4.114 0.163 0.07 -0.04 0.01
Cl 5.462 -4.969 0.757 -0.03 0.02 -0.01
C 4.253 -2.943 -0.574 -0.12 -0.06 0.05
Cl 5.841 -2.349 -0.896 0.02 0.02 -0.01
```
Positions in Å, forces in eV/Å.

- gap between HOMO and LUMO (eV) = 7.55
- multiplicity = 1

---

Record 7
Computed, not measured: a molecular structure, H3S3, with wB97M-V/def2-TZVPD.

Geometry as XYZ:
```
6
Properties=species:S:1:pos:R:3:forces:R:3
S -1.226 -0.221 -0.676 -0.18 0.13 0.08
S -1.535 1.001 0.983 -0.08 -0.10 -0.06
H 0.515 -0.375 -0.731 0.43 -0.12 -0.21
H -2.374 0.213 1.684 0.13 0.04 0.01
S 2.037 -0.629 -1.148 -0.29 -0.01 0.05
H 2.584 0.010 -0.112 -0.01 0.07 0.13
```
Positions in Å, forces in eV/Å.

- gap between HOMO and LUMO (eV) = 6.63
- multiplicity = 1
- energy above the lowest of the compared OMol25 structures with the same formula, charge and spin (kcal/mol) = 4.2
- net charge = -1

---

Record 8
Computed, not measured: a single C4H2BrNO molecule, with wB97M-V/def2-TZVPD.

Geometry as XYZ:
```
9
Properties=species:S:1:pos:R:3:forces:R:3
N -1.851 -3.378 -0.078 -0.44 -0.66 -0.28
C -1.332 -2.359 -0.016 0.10 -0.45 0.60
C -0.653 -1.155 0.162 -6.79 5.35 -0.65
C -1.557 0.102 0.131 3.68 -5.35 -0.39
Br -3.395 0.183 -0.020 -0.03 -0.62 0.12
C -0.907 1.360 -0.117 3.21 1.90 -0.13
O -1.370 2.464 -0.030 -0.85 -0.11 0.02
H 0.336 -1.196 0.427 2.36 0.58 0.22
H 0.204 1.332 -0.439 -1.24 -0.62 0.49
```
Positions in Å, forces in eV/Å.

- gap between HOMO and LUMO (spin up / spin down) (eV) = 7.88 / 7.88
- multiplicity = 1
- energy above the lowest of the compared OMol25 structures with the same formula, charge and spin (kcal/mol) = 23.1
- SMILES string = N#C/C=C(\Br)C=O

---

Record 9
Computed, not measured: a molecular structure, C25H46N7NaP2S2, with wB97M-V/def2-TZVPD.

Geometry as XYZ:
```
83
Properties=species:S:1:pos:R:3:forces:R:3
Na 1.492 1.205 0.286 0.39 -0.22 0.10
C -0.777 -5.190 0.769 -1.10 1.00 -1.83
S 0.425 -3.904 0.110 -0.39 0.45 -0.32
C 0.503 -2.393 1.065 -2.58 -2.34 -0.25
S -0.928 -1.112 1.194 2.04 0.54 -1.81
N 1.721 -2.046 1.413 0.53 4.47 1.90
N 1.795 -0.707 1.798 -0.50 -2.92 -1.57
C 2.712 -0.482 2.730 2.20 -0.22 2.06
C 3.418 0.780 2.858 -0.74 -2.64 -0.61
C 4.610 0.811 3.580 2.99 2.44 0.82
C 5.473 1.937 3.340 -1.01 -1.72 0.76
C 5.044 3.025 2.535 0.91 -0.93 0.67
C 3.785 2.943 2.026 -0.38 -0.45 -0.13
N 3.060 1.831 2.115 -1.58 1.18 -0.95
H -1.066 -5.038 1.777 -0.03 0.13 1.10
H -0.354 -6.180 0.628 0.28 0.05 0.05
H -1.730 -5.141 0.135 1.26 -0.08 0.79
H 3.099 -1.363 3.381 -0.58 1.53 -1.25
H 4.917 0.014 4.293 -0.31 0.60 -0.83
H 6.481 1.994 3.791 -0.71 -0.23 -0.21
H 5.755 3.779 2.288 0.07 0.74 0.02
H 3.314 3.782 1.513 0.12 -0.10 -0.19
C 4.302 1.498 -1.791 -0.92 -0.87 0.42
N 3.164 0.538 -1.577 0.06 0.72 0.38
C 3.757 -0.668 -1.029 0.75 -1.61 -0.24
C 2.433 0.349 -2.847 0.40 -0.08 0.90
C 1.196 -0.563 -2.772 0.30 1.11 -0.90
N -0.084 0.116 -2.546 1.01 1.27 0.28
C -0.443 1.281 -3.437 1.79 -1.60 1.16
C -1.129 -0.870 -2.492 -1.26 1.25 -0.53
H 4.712 1.808 -0.804 -0.06 -0.44 -0.65
H 5.053 0.965 -2.424 -0.13 0.75 0.32
H 3.905 2.395 -2.263 0.16 -0.01 -0.33
H 4.300 -1.315 -1.839 -0.35 1.28 1.06
H 3.057 -1.414 -0.582 0.21 0.97 -0.09
H 4.462 -0.313 -0.235 -0.50 -0.81 -0.61
H 3.176 -0.010 -3.549 0.04 -0.48 -0.67
H 2.173 1.341 -3.152 -0.32 0.57 -0.43
H 1.380 -1.219 -1.944 -0.25 -0.73 0.33
H 1.123 -1.140 -3.710 0.21 -0.16 0.12
H -1.300 1.692 -3.003 -1.65 0.60 0.47
H -0.624 1.038 -4.482 0.08 -0.23 -0.30
H 0.303 2.068 -3.325 0.15 -0.20 -0.31
H -2.048 -0.297 -2.318 -0.11 -0.28 0.56
H -1.006 -1.621 -1.697 0.12 0.10 -0.65
H -1.324 -1.207 -3.521 0.24 -1.07 0.13
C -1.113 -2.842 3.736 0.23 -0.92 -0.87
P -2.131 -1.818 2.597 0.55 -1.71 0.91
C -2.751 -0.441 3.583 -0.60 0.91 -0.32
C -3.459 -2.752 1.712 -0.71 0.56 0.90
C -4.455 -1.769 0.998 0.89 -0.09 -1.06
P -4.467 -2.213 -0.840 -0.04 1.00 0.49
C -5.309 -3.810 -0.665 0.00 -1.65 -1.83
C -5.745 -0.984 -1.414 -0.43 -0.94 -0.77
H -0.229 -3.239 3.145 -0.96 0.60 0.25
H -1.591 -3.724 4.216 0.06 0.90 -0.16
H -0.711 -2.111 4.429 0.01 -0.14 0.41
H -2.155 -0.236 4.506 -0.45 -0.40 -0.89
H -3.791 -0.681 3.806 -0.05 0.07 0.47
H -2.808 0.494 2.964 0.31 -0.83 0.40
H -4.005 -3.359 2.446 0.14 -0.08 -0.22
H -2.934 -3.412 0.997 -0.11 0.30 0.41
H -4.000 -0.760 0.951 -0.58 -0.20 0.43
H -5.498 -1.782 1.382 0.85 0.14 0.06
H -6.236 -3.971 -1.287 0.83 0.38 0.77
H -5.451 -4.126 0.352 -0.41 0.03 0.47
H -4.552 -4.527 -1.087 -0.80 0.34 0.34
H -6.378 -0.617 -0.620 -0.19 0.17 0.34
H -6.419 -1.418 -2.193 0.60 0.16 0.57
H -5.227 -0.162 -1.893 0.10 0.26 0.05
N 2.051 4.819 -1.992 -1.00 -0.72 0.15
C 0.767 4.383 -1.671 -0.25 0.24 0.30
C -0.332 5.104 -2.224 0.71 -0.48 0.68
C -1.594 4.848 -1.756 1.09 -0.85 1.43
C -1.710 3.969 -0.638 0.01 0.18 -1.42
C -0.630 3.184 -0.281 -0.02 0.87 -1.17
N 0.587 3.327 -0.832 0.68 1.26 -0.47
H 2.798 4.353 -1.485 -0.07 0.61 -0.27
H 2.128 5.766 -2.381 0.29 -1.02 0.50
H -0.130 5.929 -2.884 -0.03 -0.06 -0.47
H -2.415 5.346 -2.214 -0.69 0.33 0.10
H -2.656 3.855 -0.171 -0.64 -0.28 0.36
H -0.735 2.384 0.424 -0.17 -0.27 0.44
```
Positions in Å, forces in eV/Å.

- gap between HOMO and LUMO (spin up / spin down) (eV) = 3.56 / 3.57
- multiplicity = 1
- energy above the lowest of the compared OMol25 structures with the same formula, charge and spin (kcal/mol) = 124.3

---

| no. | DFT total energy (eV) |
| --- | --- |
| 1 | -20559.6448 |
| 2 | -10964.5368 |
| 3 | -27542.8713 |
| 4 | -9296.6352 |
| 5 | -47943.1934 |
| 6 | -227794.6370 |
| 7 | -32555.6540 |
| 8 | -77757.5033 |
| 9 | -81761.1640 |